(1)
The following is a DFT calculation (ωB97M-V/def2-TZVPD) of the molecule C14H14ClNO3 at a distorted geometry.

Last column: natural (NBO) charge in e.
Element x y z (Å)
O: -0.204644 2.851915 3.393918  -0.559
O: -2.301315 1.676518 -0.611363  -0.610
Cl: 3.831001 -1.119375 -0.715860  0.002
O: 1.554812 3.627519 2.149864  -0.474
C: 0.345522 3.059137 2.321294  0.781
C: -1.592422 0.853860 -0.037588  0.703
C: 1.600104 -1.083080 2.678272  -0.187
C: 2.589699 -1.425944 1.748810  -0.234
C: 0.544786 -0.194091 2.297283  -0.227
C: 1.541000 0.087889 0.177400  -0.271
C: 2.573835 -0.812069 0.478411  -0.008
C: 0.534550 0.386388 1.059927  0.203
N: -0.479769 1.279504 0.687414  -0.482
C: 1.910695 3.633580 0.732739  -0.076
C: -0.270064 2.752309 0.947245  -0.149
C: 0.643293 3.424037 -0.085875  -0.446
C: -1.468670 -1.477966 -1.376997  -0.407
C: -2.917099 -1.028910 -1.263882  -0.402
C: -1.912470 -0.647823 -0.178739  -0.343
H: 1.600776 -1.469958 3.718465  0.231
H: 3.414591 -2.075571 2.028504  0.233
H: -0.196526 0.142946 3.008660  0.242
H: 1.564001 0.565878 -0.792176  0.225
H: 2.625951 2.856122 0.495054  0.192
H: 2.318269 4.598727 0.458729  0.200
H: -1.254861 3.226720 0.973664  0.270
H: 0.883307 2.811863 -0.967367  0.229
H: 0.206357 4.325247 -0.464998  0.228
H: -1.306264 -2.562621 -1.366980  0.226
H: -0.856115 -0.942403 -2.134037  0.217
H: -3.209487 -0.294421 -2.038966  0.236
H: -3.663509 -1.805562 -1.095132  0.218
H: -2.091515 -1.097908 0.802356  0.242

Force components x, y, z for each atom (eV/Å):
1.4 0.5 -1.9
0.6 -0.5 0.8
-0.5 0.1 0.6
-0.1 -0.2 -0.5
-1.0 -0.8 1.1
-0.2 0.8 -1.3
-1.0 0.6 -0.3
0.0 0.6 -0.1
1.2 -0.9 1.5
1.6 -0.6 -1.2
-0.7 0.2 0.8
0.3 -0.6 0.2
-1.1 1.0 0.3
-0.2 0.7 -0.4
-1.0 -1.0 -1.0
0.2 -1.0 0.4
-0.1 0.3 -0.6
0.7 0.4 -0.9
-0.6 0.2 0.2
0.1 0.2 -1.0
-0.2 0.0 -0.1
-0.1 -0.3 0.1
-0.1 0.0 -0.1
0.3 -0.2 0.5
0.4 0.2 0.5
0.0 -0.3 -0.2
-0.4 0.0 0.4
-0.2 0.7 0.1
0.3 0.6 0.6
-0.5 -0.4 0.7
0.1 -0.2 1.0
0.3 0.3 0.3
0.4 -0.2 -0.4

Its total energy is -34899.4148 eV. As for the LUMO energy: 0.6 eV. The net charge is 0. Its energy above the lowest of the compared OMol25 structures with the same formula, charge and spin is 44.51 kcal/mol. The structure (SMILES) is O=C1OCC[C@H]1N(C(=O)C1CC1)c1cccc(Cl)c1. The largest force on an atom is 2.5 eV/Å.



(2)
The following is a DFT calculation (ωB97M-V/def2-TZVPD) of the molecule C5H5N at a distorted geometry.

Last column: natural (NBO) charge in e.
Element x y z (Å)
C: 2.244327 0.119897 -1.057158  0.262
C: 0.365047 1.180425 0.616279  -0.123
C: 1.056296 0.363492 -0.114503  -0.092
C: -0.172633 -0.251434 0.558263  -0.191
C: -1.495386 -0.557845 -0.005128  -0.633
N: 3.068421 -0.341517 -1.685544  -0.297
H: 0.358907 2.128885 1.063177  0.228
H: 0.158976 -0.716143 1.403041  0.188
H: -1.447908 -1.490806 -0.428106  0.218
H: -1.715987 0.057654 -0.972493  0.212
H: -2.420058 -0.492606 0.622174  0.228

Force components x, y, z for each atom (eV/Å):
-4.3 0.6 3.4
1.0 -1.3 -0.9
1.3 0.1 -2.4
0.8 2.9 -0.5
-1.7 2.3 -2.2
1.5 -0.4 -1.2
-0.3 1.0 0.4
0.1 -2.1 2.2
-0.2 -2.8 -0.7
0.5 -0.5 1.8
1.2 0.1 -0.1

Its total energy is -6752.2264 eV. As for the LUMO energy: 0.6 eV. The net charge is 0. Its energy above the lowest of the compared OMol25 structures with the same formula, charge and spin is 84.90 kcal/mol. The structure (SMILES) is C[C@@H]1C=C1C#N. The largest force on an atom is 5.5 eV/Å.



- net charge of number 2 (C5H5N)?
  0